Density functional theory data (ωB97M-V/def2-TZVPD) for a cluster of 2 separate species, C5H13NO2 in total in a non-equilibrium geometry.

```
21
Properties=species:S:1:pos:R:3:forces:R:3
C -1.657944 -0.792984 0.779517 -2.4781 -2.2563 1.1063
C -0.430409 -0.339155 1.445310 2.8998 0.5689 3.2436
N 0.762614 -0.241138 0.703449 -2.9344 -1.8167 -1.5592
C 0.776409 -0.912012 -0.654411 0.1481 -1.0781 0.7262
C 0.627186 0.080524 -1.795417 -2.8139 0.7965 0.6821
C 2.010599 0.082047 1.274584 -1.0799 1.2509 4.5398
O -0.463569 -0.091706 2.708278 0.4031 -0.3388 -3.8641
H -2.059430 -1.722496 1.430852 0.9382 1.9832 -1.4475
H -2.410062 -0.017902 0.973708 0.0023 -0.0569 -0.1647
H -1.718617 -1.107402 -0.273357 0.3592 0.4668 0.4889
H 1.782233 -1.381951 -0.817946 -0.7535 0.3047 0.6115
H 0.026437 -1.823033 -0.653570 1.4620 1.9939 -0.2948
H 1.158020 1.030876 -1.624371 0.5069 -0.7187 -0.4136
H 0.733037 -0.473721 -2.698491 0.9053 0.0042 -1.0705
H -0.447497 0.452340 -1.938891 0.9887 -0.6229 0.5755
H 2.784624 0.168220 0.578825 1.0357 -0.3070 -1.1852
H 2.246993 -0.664021 2.169338 -0.1170 1.5659 -1.7345
H 1.868501 1.154419 1.712222 0.5804 -1.8043 -0.2419
H -1.120200 2.416996 -1.011556 0.4122 -0.0412 0.1349
H -2.429983 1.663264 -1.046577 -0.1168 -0.2215 -0.0300
O -2.038940 2.518833 -1.261496 -0.3485 0.3272 -0.1028
```
Positions in Å, forces in eV/Å.

Values from the calculation:
energy relative to the best compared isomer or geometry (same formula, charge and spin): 199.6 kJ/mol
LUMO level (alpha / beta): 3.836 / 3.710 eV
DFT total energy: -10978.8648 eV
strongest force on any atom: 4.8 eV Å⁻¹
charge: -1
2S+1: 2

Results of the Mulliken charge analysis, in e, for atoms 1 through 4:
1 C -1.9613
2 C 0.3973
3 N 1.5493
4 C -1.5150